C5H6LiO4Tm | wB97M-V/def2-TZVPD

Geometry (Å):
O  2.889300  0.886076  1.577797
C  2.370270  0.572442  0.477436
O  2.566788  1.217035  -0.582012
O  1.528563  -0.477282  0.498500
C  0.777765  -0.782619  -0.675127
Li  3.838625  2.237605  0.523458
H  0.593272  -1.863618  -0.644853
H  1.429642  -0.660631  -1.548719
C  -0.521533  0.109964  -0.957486
C  -1.274717  -0.221642  0.256274
H  -0.894610  -0.188207  -1.945404
H  -0.352021  1.194587  -1.018249
Tm  -2.902105  -2.369259  1.067039
O  -3.412764  -0.458919  1.298521
C  -2.572562  0.189985  0.499902
H  -3.051003  0.862477  -0.231287
H  -1.012905  -0.247993  1.404202

Atomic forces in eV per Å
O -0.187 -0.399 -0.553
C 1.080 1.916 0.658
O -0.207 -0.302 -0.269
O -1.867 -1.068 -0.167
C 1.688 1.201 -1.780
Li -0.260 -0.339 0.050
H -0.568 0.247 0.253
H -0.025 0.079 0.166
C 2.580 -1.192 1.155
C -3.310 -0.081 3.641
H -0.553 -0.202 0.584
H 0.563 -0.288 0.183
Tm 0.474 1.986 -0.311
O 0.497 -0.722 1.080
C -1.230 -0.183 -3.335
H -0.221 0.039 0.530
H 1.544 -0.691 -1.884

Properties
* energy above the lowest of the compared OMol25 structures with the same formula, charge and spin: 0.0 kJ/mol
* highest occupied orbital energy (spin up / spin down): -14.89 / -14.89 eV
* 2S+1: 3
* largest force on an atom: 4.9 eV/A
* LUMO level (spin up / spin down): -0.406 / -0.422 Eh
* HOMO-LUMO gap (spin up / spin down): 3.84 / 3.39 eV
* net charge: +2

Mulliken population analysis, charges in e, atoms 1 to 4: O -0.845; C 1.013; O -0.845; O -0.396